Formula: C8H5IO3
Source: the OMol25 dataset
Level of theory: ωB97M-V/def2-TZVPD

Results
ΔE to the lowest compared entry with this formula, charge and spin (kcal/mol): 5.4
HOMO-LUMO gap (eV): 8.392

```
! RIJCOSX wB97M-V def2-TZVPD def2/J DEFGRID3
* xyz 0 1
C -2.8137 1.3229 -0.5137
C -1.9069 1.2973 0.5566
C -2.1570 0.8063 -1.5856
C -0.7940 0.6304 0.0972
C 0.3751 -0.0114 0.7630
C 3.7441 -0.1215 -0.3452
C 3.3199 -1.4825 -0.0990
C 0.2956 -1.2465 1.2071
O 3.1490 -1.0345 -1.3759
O -0.9509 0.3222 -1.2211
O 3.2134 -2.4493 0.5951
I 2.0650 1.2936 0.4435
H -3.7425 1.7718 -0.3370
H -1.8658 1.6035 1.5861
H -2.4174 0.7195 -2.6864
H 1.1258 -1.7649 1.7431
H -0.6397 -1.6568 1.1722
*
```